Entry 1:
ORCA calculation (ωB97M-V/def2-TZVPD) on a 6-piece molecular cluster, C35H59ClF2O15SSi overall at a distorted geometry.

Output
Orbital gap ... 8.56 eV
Charge ... 0
SMILES ... C[Si](C)(CCC(F)(F)[C@H]1OS(=O)(=O)O[C@@H]1CC(=O)Cl)c1ccccc1.CCOC(C)=O.CCOC(C)=O.CCOC(C)=O.CCOC(C)=O.CCOC(C)=O
E_tot ... -104628.2509 eV
F_max ... 0.1170 hartree/bohr
Highest occupied orbital energy ... -8.49 eV

Each atom is followed by the atoms it is bonded to, with distances in Å.
Atoms and positions in Å:
1 C 2.663 1.945 -3.153  Si2 1.918, H26 1.158, H27 1.156, H28 1.143
2 Si 0.751 2.046 -3.044  C1 1.918, C3 1.946, C4 1.918, C20 1.946
3 C 0.364 2.905 -1.340  Si2 1.946, H29 1.146, H30 1.146, H31 1.160
4 C -0.146 0.352 -2.986  Si2 1.918, C5 1.607, H32 1.160, H33 1.143
5 C 0.538 -0.811 -3.859  C4 1.607, C6 1.625, H34 1.160, H35 1.148
6 C 0.198 -0.706 -5.445  C5 1.625, F7 1.426, F8 1.453, C9 1.608
7 F -1.131 -0.261 -5.705  C6 1.426
8 F 0.282 -2.058 -5.969  C6 1.453
9 C 1.279 0.166 -6.255  C6 1.608, O10 1.458, C15 1.622, H36 1.152
10 O 2.648 0.157 -5.753  C9 1.458, S11 1.681
11 S 3.511 -1.109 -6.443  O10 1.681, O12 1.499, O13 1.512, O14 1.693
12 O 3.476 -2.151 -5.366  S11 1.499
13 O 4.871 -0.640 -6.909  S11 1.512
14 O 2.497 -1.376 -7.773  S11 1.693, C15 1.470
15 C 1.481 -0.314 -7.792  C9 1.622, O14 1.470, C16 1.614, H37 1.145
16 C 2.088 0.737 -8.855  C15 1.614, C17 1.599, H38 1.144, H39 1.144
17 C 2.198 2.243 -8.328  C16 1.599, O18 1.262, Cl19 1.838
18 O 1.265 3.085 -8.439  C17 1.262
19 Cl 3.793 2.753 -7.570  C17 1.838
20 C 0.001 3.253 -4.374  Si2 1.946, C21 1.575, C25 1.555
21 C -1.524 3.026 -4.692  C20 1.575, C22 1.561, H40 1.141
22 C -2.199 3.993 -5.716  C21 1.561, C23 1.557, H41 1.153
23 C -1.374 5.135 -6.379  C22 1.557, C24 1.552, H42 1.150
24 C 0.134 5.311 -6.053  C23 1.552, C25 1.579, H43 1.142
25 C 0.871 4.366 -5.024  C20 1.555, C24 1.579, H44 1.151
26 H 3.126 2.423 -2.205  C1 1.158
27 H 3.057 2.543 -4.061  C1 1.156
28 H 3.086 0.886 -3.232  C1 1.143
29 H 0.393 2.171 -0.461  C3 1.146
30 H 1.080 3.794 -1.241  C3 1.146
31 H -0.690 3.367 -1.485  C3 1.160
32 H -0.097 -0.001 -1.882  C4 1.160
33 H -1.253 0.455 -3.251  C4 1.143
34 H 0.038 -1.804 -3.527  C5 1.160
35 H 1.659 -0.960 -3.666  C5 1.148
36 H 0.798 1.212 -6.241  C9 1.152
37 H 0.497 -0.700 -8.232  C15 1.145
38 H 1.451 0.733 -9.805  C16 1.144
39 H 3.142 0.386 -9.129  C16 1.144
40 H -2.138 2.211 -4.184  C21 1.141
41 H -3.323 3.839 -5.915  C22 1.153
42 H -1.942 5.821 -7.107  C23 1.150
43 H 0.721 6.159 -6.544  C24 1.142
44 H 1.984 4.531 -4.780  C25 1.151
45 C -1.124 2.037 5.098  C46 1.515, H51 1.093, H52 1.092, H53 1.094
46 C -2.255 1.947 4.092  C45 1.515, O47 1.441, H54 1.091, H55 1.092
47 O -1.798 2.304 2.772  C46 1.441, C48 1.340
48 C -1.205 1.451 1.927  O47 1.340, C49 1.503, O50 1.215
49 C -0.733 0.121 2.445  C48 1.503, H56 1.091, H57 1.093, H58 1.089
50 O -0.987 1.782 0.778  C48 1.215
51 H -0.317 1.340 4.860  C45 1.093
52 H -1.487 1.816 6.104  C45 1.092
53 H -0.687 3.040 5.091  C45 1.094
54 H -2.739 0.970 4.089  C46 1.091
55 H -3.027 2.673 4.357  C46 1.092
56 H 0.322 0.194 2.710  C49 1.091
57 H -0.857 -0.622 1.653  C49 1.093
58 H -1.300 -0.247 3.299  C49 1.089
59 C -4.734 4.195 10.439  C60 1.515, H65 1.092, H66 1.092, H67 1.093
60 C -4.022 3.064 9.725  C59 1.515, O61 1.435, H68 1.093, H69 1.093
61 O -4.528 2.898 8.392  C60 1.435, C62 1.347
62 C -4.105 3.605 7.326  O61 1.347, C63 1.503, O64 1.210
63 C -3.255 4.824 7.549  C62 1.503, H70 1.091, H71 1.093, H72 1.089
64 O -4.469 3.300 6.213  C62 1.210
65 H -4.575 5.152 9.937  C59 1.092
66 H -4.382 4.282 11.469  C59 1.092
67 H -5.813 4.020 10.449  C59 1.093
68 H -2.936 3.184 9.720  C60 1.093
69 H -4.226 2.126 10.248  C60 1.093
70 H -3.894 5.708 7.561  C63 1.091
71 H -2.542 4.904 6.724  C63 1.093
72 H -2.662 4.790 8.461  C63 1.089
73 C 6.215 -3.962 -6.271  C74 1.515, H79 1.092, H80 1.091, H81 1.093
74 C 7.326 -3.340 -5.450  C73 1.515, O75 1.437, H82 1.093, H83 1.093
75 O 8.196 -4.348 -4.911  C74 1.437, C76 1.346
76 C 9.229 -4.894 -5.578  O75 1.346, C77 1.503, O78 1.210
77 C 9.350 -4.659 -7.057  C76 1.503, H84 1.091, H85 1.093, H86 1.089
78 O 10.005 -5.624 -5.002  C76 1.210
79 H 6.607 -4.511 -7.130  C73 1.092
80 H 5.530 -3.195 -6.634  C73 1.091
81 H 5.654 -4.681 -5.669  C73 1.093
82 H 7.894 -2.591 -6.008  C74 1.093
83 H 6.890 -2.821 -4.593  C74 1.093
84 H 8.895 -5.495 -7.590  C77 1.091
85 H 10.411 -4.602 -7.313  C77 1.093
86 H 8.904 -3.725 -7.396  C77 1.089
87 C -7.272 -1.260 3.796  C88 1.515, H93 1.092, H94 1.092, H95 1.093
88 C -5.932 -1.252 3.089  C87 1.515, O89 1.436, H96 1.093, H97 1.093
89 O -4.969 -0.477 3.820  C88 1.436, C90 1.344
90 C -4.233 -0.949 4.841  O89 1.344, C91 1.501, O92 1.214
91 C -4.595 -2.271 5.454  C90 1.501, H98 1.091, H99 1.093, H100 1.088
92 O -3.335 -0.276 5.303  C90 1.214
93 H -7.203 -1.721 4.784  C87 1.092
94 H -8.013 -1.808 3.210  C87 1.092
95 H -7.627 -0.238 3.949  C87 1.093
96 H -5.553 -2.257 2.888  C88 1.093
97 H -6.042 -0.764 2.117  C88 1.093
98 H -5.229 -2.100 6.326  C91 1.091
99 H -3.676 -2.770 5.767  C91 1.093
100 H -5.094 -2.955 4.770  C91 1.088
101 C 1.023 -4.714 7.428  C102 1.515, H107 1.092, H108 1.092, H109 1.093
102 C 0.668 -5.688 6.323  C101 1.515, O103 1.436, H110 1.093, H111 1.093
103 O -0.724 -5.594 5.981  C102 1.436, C104 1.346
104 C -1.234 -4.697 5.118  O103 1.346, C105 1.503, O106 1.211
105 C -0.380 -3.544 4.672  C104 1.503, H112 1.091, H113 1.093, H114 1.089
106 O -2.391 -4.781 4.768  C104 1.211
107 H 0.859 -3.679 7.121  C101 1.092
108 H 2.069 -4.827 7.719  C101 1.092
109 H 0.392 -4.887 8.304  C101 1.093
110 H 1.297 -5.570 5.437  C102 1.093
111 H 0.826 -6.709 6.679  C102 1.093
112 H -0.591 -2.678 5.301  C105 1.091
113 H -0.632 -3.308 3.635  C105 1.093
114 H 0.689 -3.753 4.685  C105 1.089



Entry 2:
ORCA calculation (ωB97M-V/def2-TZVPD) on an isolated ion of composition C14H23ClF5N2O5P2S3 and charge -1 at a distorted geometry.

Output
Energy relative to the best compared isomer or geometry (same formula, charge and spin) ... 0.0 kcal per mole
Orbital gap ... 6.08 eV
Charge ... -1
E_tot ... -105298.8098 eV
F_max ... 0.1401 hartree/bohr
Highest occupied orbital energy ... -4.93 eV

Each atom is followed by the atoms it is bonded to, with distances in Å.
Atoms and positions in Å:
1 C -2.004 0.125 1.927  C2 1.337, H33 1.113, H34 1.108
2 C -2.523 -0.621 0.946  C1 1.337, P3 1.903, H35 1.115
3 P -2.644 -0.186 -0.903  C2 1.903, Cl4 2.196, C5 1.914, N16 1.828, P23 2.246, S26 2.253
4 Cl -4.803 -0.536 -0.710  P3 2.196
5 C -0.748 -0.045 -1.126  P3 1.914, C6 1.570, H36 1.126, H37 1.115
6 C 0.170 -1.017 -0.302  C5 1.570, C7 1.612, H38 1.104, H39 1.107
7 C 1.670 -0.586 -0.710  C6 1.612, S8 1.832, H40 1.113, H41 1.121
8 S 2.299 0.880 0.190  C7 1.832, C9 1.821
9 C 2.656 0.431 1.918  S8 1.821, S10 1.648, N11 1.454
10 S 1.372 0.359 2.950  C9 1.648
11 N 4.030 0.199 2.333  C9 1.454, C12 1.482, C14 1.507
12 C 4.121 -0.810 3.414  N11 1.482, C13 1.566, H42 1.120, H43 1.121
13 C 3.504 -2.207 3.069  C12 1.566, H44 1.111, H45 1.118, H46 1.120
14 C 4.465 1.483 2.993  N11 1.507, C15 1.561, H47 1.115, H48 1.117
15 C 4.823 2.616 1.980  C14 1.561, H49 1.123, H50 1.110, H51 1.114
16 N -2.862 1.544 -0.355  P3 1.828, C17 1.412, C20 1.430
17 C -2.334 2.647 -1.061  N16 1.412, O18 1.185, F19 1.384
18 O -1.411 3.238 -0.609  C17 1.185
19 F -2.852 3.307 -2.161  C17 1.384
20 C -4.136 1.933 0.167  N16 1.430, O21 1.166, F22 1.393
21 O -4.467 1.886 1.284  C20 1.166
22 F -5.043 2.637 -0.620  C20 1.393
23 P -2.514 -2.401 -1.250  P3 2.246, C24 1.895, O25 1.709
24 C -1.404 -2.837 -2.723  P23 1.895, H52 1.107, H53 1.111, H54 1.129
25 O -4.034 -3.039 -1.702  P23 1.709, H55 0.975
26 S -3.106 0.280 -3.059  P3 2.253, O27 1.480, O28 1.487, C29 1.836
27 O -4.332 1.109 -3.082  S26 1.480
28 O -3.617 -0.889 -3.823  S26 1.487
29 C -1.870 1.080 -4.156  S26 1.836, F30 1.346, F31 1.383, F32 1.370
30 F -0.852 1.820 -3.679  C29 1.346
31 F -1.297 0.112 -4.961  C29 1.383
32 F -2.535 1.882 -5.046  C29 1.370
33 H -2.189 -0.066 3.008  C1 1.113
34 H -1.415 1.028 1.671  C1 1.108
35 H -2.974 -1.591 1.258  C2 1.115
36 H -0.429 -0.239 -2.188  C5 1.126
37 H -0.321 0.953 -0.876  C5 1.115
38 H 0.181 -0.904 0.796  C6 1.104
39 H 0.153 -2.093 -0.562  C6 1.107
40 H 1.770 -0.513 -1.816  C7 1.113
41 H 2.304 -1.458 -0.402  C7 1.121
42 H 3.666 -0.449 4.372  C12 1.120
43 H 5.216 -0.944 3.614  C12 1.121
44 H 3.370 -2.331 1.973  C13 1.111
45 H 4.111 -3.024 3.532  C13 1.118
46 H 2.493 -2.270 3.546  C13 1.120
47 H 3.687 1.847 3.704  C14 1.115
48 H 5.385 1.218 3.567  C14 1.117
49 H 4.671 3.592 2.515  C15 1.123
50 H 4.181 2.661 1.075  C15 1.110
51 H 5.890 2.620 1.660  C15 1.114
52 H -0.397 -2.377 -2.679  C24 1.107
53 H -1.909 -2.784 -3.711  C24 1.111
54 H -1.212 -3.938 -2.565  C24 1.129
55 H -3.955 -3.334 -2.628  O25 0.975



Entry 3:
ORCA calculation (ωB97M-V/def2-TZVPD) on a single C2H4OS3 molecule at a distorted geometry.

Output
Energy relative to the best compared isomer or geometry (same formula, charge and spin) ... 44.9 kcal per mole
Orbital gap ... 9.85 eV
Charge ... 0
SMILES ... O=CC(S)(S)S
E_tot ... -36690.1151 eV
F_max ... 0.1204 hartree/bohr
Highest occupied orbital energy ... -9.61 eV

Each atom is followed by the atoms it is bonded to, with distances in Å.
Atoms and positions in Å:
1 O 1.383 1.233 -0.899  C2 1.188
2 C 0.454 1.211 -0.159  O1 1.188, C3 1.619, H7 1.001
3 C -0.359 -0.182 -0.030  C2 1.619, S4 1.842, S5 1.851, S6 1.942
4 S -0.303 -1.230 -1.544  C3 1.842, H8 1.340
5 S 0.417 -1.071 1.396  C3 1.851, H9 1.406
6 S -2.201 0.257 0.401  C3 1.942, H10 1.368
7 H -0.049 1.993 0.212  C2 1.001
8 H 0.766 -1.961 -1.199  S4 1.340
9 H 1.446 -1.222 0.450  S5 1.406
10 H -1.555 0.972 1.372  S6 1.368



| no. | E_LUMO (Eh) |
| --- | --- |
| 1 | 0.0026 |
| 2 | 0.0421 |
| 3 | 0.0087 |